(1)
{"formula": "C4H11N3O2", "method": "ωB97M-V/def2-TZVPD", "species": ["C", "C", "O", "O", "H", "H", "H", "C", "C", "N", "N", "N", "H", "H", "H", "H", "H", "H", "H", "H"], "coordinates": [[-0.23382, 1.25352, -2.02566], [-0.43414, 2.30343, -0.81941], [-1.65614, 1.90239, -0.39570], [0.03560, 3.35474, -0.50757], [-0.06874, 1.78449, -2.85225], [-0.83199, 0.39612, -1.97591], [0.69510, 0.76404, -1.74714], [1.92729, -0.46952, 0.01135], [0.15302, -1.91403, 0.88065], [0.72214, -1.22001, -0.14512], [0.40177, -2.01613, 2.23127], [-0.88246, -2.85441, 0.59826], [-2.27711, 2.21558, 0.21596], [1.62925, 0.58299, 0.49688], [2.44701, -0.37137, -0.96690], [1.22273, -1.52331, 2.46999], [-0.20909, -2.69721, 2.70794], [-1.10850, -3.60327, 1.24067], [-1.11849, -3.19774, -0.28594], [2.41996, -0.81396, 0.85038]], "forces_ev_per_angstrom": [[2.8, 0.1, 5.4], [-2.9, -0.4, -1.8], [0.2, -2.5, -1.2], [1.2, -0.6, -0.1], [0.2, 1.8, -3.6], [-1.8, -0.4, -0.2], [0.6, 0.2, -0.4], [-2.6, 3.1, 0.8], [0.4, -0.5, -3.6], [-2.8, -3.3, 2.7], [-0.7, 0.3, -1.7], [0.0, 0.8, 0.9], [-0.4, 1.9, 1.8], [0.7, -1.3, -1.7], [0.0, 0.0, 1.1], [0.5, 0.0, 1.5], [1.5, 1.1, 0.2], [0.5, 0.6, 0.4], [0.2, 0.4, -1.8], [2.4, -1.2, 1.2]], "smiles": "CN=C(N)N.CC(=O)O", "total_charge": 0}

---

(2)
{"formula": "C4H11N3O2", "method": "ωB97M-V/def2-TZVPD", "species": ["C", "C", "O", "O", "H", "H", "H", "C", "C", "N", "N", "N", "H", "H", "H", "H", "H", "H", "H", "H"], "coordinates": [[-1.76811, -3.04294, -0.27192], [-1.44832, -1.68094, -0.63963], [-0.30879, -1.61896, -1.32710], [-1.91923, -0.54250, -0.52133], [-2.07828, -3.67285, -1.11504], [-2.51372, -3.23955, 0.43057], [-0.82772, -3.66395, 0.01188], [0.05850, 0.22317, 1.52710], [1.21286, 1.86077, -0.20155], [1.33299, 1.01849, -1.20201], [0.44857, 1.64577, 1.03504], [2.12953, 2.95803, 0.01068], [0.13239, -0.55048, -1.31582], [1.85446, 1.42607, -1.98968], [-0.38366, 2.38777, 1.06630], [1.54251, 3.76382, 0.01566], [2.78754, 3.13772, -0.71424], [0.37440, -0.61152, 1.03029], [-1.02603, 0.20694, 1.53130], [0.40012, -0.00487, 2.63951]], "forces_ev_per_angstrom": [[1.6, -3.4, -0.3], [1.8, 5.1, -2.0], [3.2, 1.6, -0.2], [-2.1, -2.2, 1.6], [-0.1, 0.7, -0.4], [-1.1, 0.4, 1.4], [-1.3, 1.6, -0.1], [-0.9, 3.3, 3.2], [1.6, -2.0, 0.4], [-1.4, 1.2, 1.7], [-1.2, 0.3, -1.3], [-1.8, -0.6, -0.2], [-1.7, -3.4, -0.1], [0.1, -0.3, 0.7], [2.4, -2.5, 0.0], [-0.2, 1.1, 0.8], [0.4, -0.4, -0.9], [1.2, -1.5, -2.1], [0.0, -0.2, 0.1], [-0.4, 1.2, -2.1]], "smiles": "[H]/N=C(\\N)NC.CC(=O)O", "total_charge": 0}

---

HOMO energy (computed, eV): -8.3; -9.2
E_tot (computed, Ha): -473.6786; -473.6853
ΔE to the lowest compared entry with this formula, charge and spin (computed, kcal per mole): 77.9; 73.7